(1)
Below is a structure of composition C19H21NO4, with properties calculated with the ωB97M-V functional and the def2-TZVPD basis.

Properties
Total charge: 0
Energy (eV): -29708.1310
ΔE to the lowest compared entry with this formula, charge and spin (eV): 17.174
LUMO level (eV): 0.40
Max |F| (Eh/bohr): 0.3580
HOMO-LUMO gap (eV): 8.96

Last column: Mulliken charge in e.
Cartesian coordinates (Å):
C  -2.73849  -3.64176  1.80829  -1.087
C  -2.84775  -2.93690  0.41049  0.785
O  -3.27940  -3.34108  -0.61367  -0.581
O  -2.57657  -1.67798  0.48018  -0.373
C  -2.71228  -1.02412  -0.82294  0.005
H  -3.69421  -1.23224  -1.16405  0.673
C  -1.60972  -1.13933  -1.43747  -1.367
N  -0.30097  -0.37979  -1.32187  0.226
C  0.12272  -0.77315  0.02463  -0.987
C  1.68693  -0.58295  0.29588  0.331
C  2.07413  0.16280  1.52120  -0.885
C  3.38703  0.29407  1.60827  -0.545
C  4.36121  -0.26785  0.55643  0.938
C  3.88042  -0.50450  -0.50338  -0.277
C  2.51447  -0.84612  -0.87311  -1.397
H  2.08128  -1.24913  -1.55227  1.187
O  4.94641  -0.94836  -1.34630  -0.393
C  6.02883  -0.44571  -0.61028  -0.312
O  5.80596  0.15777  0.53390  -0.326
H  6.53997  0.47217  -1.11543  0.178
H  6.70943  -1.25192  -0.69660  0.277
H  3.74477  0.68155  2.79913  0.131
H  1.43713  0.28754  2.36280  0.612
H  -0.45601  -0.26607  1.10370  0.055
H  0.00478  -1.70744  -0.04146  1.464
C  -0.04506  1.03812  -1.51424  -1.211
C  -0.97365  1.78295  -0.70508  0.874
C  -2.16749  2.57936  -1.22713  -0.557
C  -3.08262  3.22442  -0.33125  -0.577
C  -2.55866  3.62407  0.88842  -0.099
C  -1.36214  3.34386  1.26050  -0.999
C  -0.60273  2.37204  0.42638  0.498
H  0.42313  2.12585  0.95014  -0.046
H  -1.06378  3.42786  2.26508  0.368
H  -3.25040  4.25105  1.41107  0.384
H  -3.90505  3.80722  -0.80305  0.329
H  -2.50286  2.11335  -2.35051  0.135
H  0.92408  1.27880  -1.07499  0.329
H  -0.36364  1.18024  -2.55308  0.548
H  -1.90777  -0.48010  -2.48621  0.093
H  -1.26259  -2.16445  -1.56216  0.572
H  -2.97173  0.25272  -0.07763  0.078
H  -3.70108  -4.38398  1.92151  0.274
H  -1.91012  -4.34840  1.69217  0.300
H  -2.82590  -2.86448  2.46401  0.375

Cartesian forces (eV/Å) of the 6 atoms listed first:
C -2.775 -3.548 -4.081
C -1.091 -1.010 2.451
O -0.683 -2.868 -1.992
O 0.702 1.363 1.533
C -9.492 5.959 11.446
H -0.276 -0.328 -1.054

(2)
Below is an isolated molecule of C19H21NO7S, with properties calculated with the ωB97M-V functional and the def2-TZVPD basis.

Properties
SMILES: C=CCN1CC[C@]23c4c5ccc(OS(=O)(=O)O)c4O[C@H]2C(=O)CC[C@@]3(O)[C@H]1C5
Total charge: 0
Energy (eV): -46699.6928
ΔE to the lowest compared entry with this formula, charge and spin (eV): 0.291
LUMO level (eV): 0.37
Max |F| (Eh/bohr): 0.0678
HOMO-LUMO gap (eV): 9.37

Last column: Mulliken charge in e.
Cartesian coordinates (Å):
O  -4.11673  -1.96715  1.04397  -0.653
O  -2.66872  -0.87972  4.98138  -0.568
O  -3.29155  1.38392  5.57927  -0.619
O  -0.73765  -3.07830  -1.88807  -0.749
O  -1.61034  -1.47321  2.29898  -0.532
O  -3.84690  0.50586  3.27126  -0.422
O  -1.34918  1.12964  3.95288  -0.465
C  -3.09548  -1.95291  0.36280  0.084
C  5.21972  -1.28620  -1.74857  -0.869
C  3.99619  -0.89141  -2.19902  0.074
C  -0.28345  1.92894  2.02526  -0.709
C  0.29235  1.85301  0.74043  -1.339
C  -0.87562  0.85689  2.68833  -0.388
C  -0.94140  -0.33553  1.96915  1.263
C  0.21644  0.62605  0.04466  0.933
C  -0.41745  -0.42587  0.71038  0.125
N  1.74037  -1.91519  -1.72081  -0.050
C  2.92899  -1.90521  -2.60130  -0.865
C  -3.21473  -1.73037  -1.13701  -0.760
C  2.00299  -2.19423  -0.29105  -0.773
C  0.71160  -2.65909  0.44042  -1.467
C  -2.01655  -0.99225  -1.77885  -1.113
C  0.71689  0.40482  -1.37112  -1.543
C  -0.54490  -1.77647  0.14406  1.767
C  -0.69548  -1.73426  -1.40126  0.492
C  -1.74325  -2.22633  1.02838  -0.333
C  0.57591  -1.02571  -1.98155  -0.496
S  -2.78703  0.51723  4.53866  1.192
H  0.21828  -3.27796  -2.01951  0.574
H  -3.88672  -0.43304  3.09638  0.365
H  5.95103  -0.56491  -1.37843  0.283
H  5.43963  -2.34737  -1.65353  0.260
H  3.76831  0.17845  -2.16403  0.283
H  -0.26769  2.87210  2.58204  0.420
H  0.82201  2.71852  0.31403  0.465
H  2.61817  -1.73699  -3.63972  0.333
H  3.42714  -2.88390  -2.62923  0.417
H  -3.24844  -2.72808  -1.56185  0.414
H  -4.17326  -1.22208  -1.29120  0.435
H  2.48706  -1.35292  0.23536  0.308
H  2.71861  -3.03739  -0.24705  0.630
H  0.82724  -2.68004  1.53573  0.364
H  0.52147  -3.70006  0.12825  0.431
H  -2.11098  -1.04775  -2.83614  0.505
H  -2.02914  0.08275  -1.49198  0.354
H  0.15881  1.08493  -2.01980  0.450
H  1.76582  0.73730  -1.41072  0.272
H  -1.64579  -3.34105  1.19022  0.453
H  0.44661  -0.93867  -3.08078  0.768

Cartesian forces (eV/Å) of the 6 atoms listed first:
O 1.355 0.196 -0.507
O 0.622 2.388 -1.669
O 1.262 0.118 -2.175
O 0.311 0.652 -0.235
O -0.422 -1.125 -0.681
O 2.097 1.180 1.606

(3)
Below is a cluster of 2 separate species, C19H22BrNO2 in total, with properties calculated with the ωB97M-V functional and the def2-TZVPD basis.

Properties
Total charge: 0
Energy (eV): -95684.6624
LUMO level (eV): -1.86
Max |F| (Eh/bohr): 0.0579
HOMO-LUMO gap (eV): 3.73

Last column: Mulliken charge in e.
Cartesian coordinates (Å):
C  -4.32827  1.12717  2.41473  -1.236
C  -2.86779  1.50507  2.55180  -0.174
O  -1.98607  0.49363  2.12957  -0.312
C  -0.70890  1.00165  2.09391  0.326
C  0.33852  0.05325  1.85628  -0.757
C  1.70489  0.36220  1.83590  0.901
C  2.17030  1.69129  1.93093  -0.583
C  3.51155  1.96905  2.01434  -0.533
C  4.43238  0.93849  2.01275  0.030
Br  6.27397  1.32773  2.12471  -0.233
C  4.00934  -0.37367  1.90319  -0.581
C  2.67178  -0.66509  1.78387  -0.459
O  -0.46946  2.18875  2.29728  -0.749
H  -4.97837  1.86260  2.89282  0.372
H  -4.62409  1.03818  1.36800  0.287
H  -4.51205  0.16133  2.88346  0.306
H  -2.62540  2.41183  1.97894  0.310
H  -2.60132  1.71041  3.59812  0.305
H  0.03750  -0.97516  1.78557  0.367
H  1.44873  2.48767  1.95926  0.533
H  3.85407  2.98896  2.09114  0.421
H  4.74579  -1.15972  1.92197  0.392
H  2.34927  -1.68553  1.67961  0.340
C  -1.70835  -2.90361  -0.05393  -0.772
N  -1.30552  -2.09851  -1.20585  0.178
C  -2.17653  -2.20235  -2.38005  -1.210
C  -0.07692  -1.48191  -1.22744  -0.499
C  0.34576  -0.52089  -2.17302  0.910
C  -0.56633  0.32331  -2.85273  -0.244
C  -0.13665  1.20412  -3.81534  -0.697
C  1.21099  1.28458  -4.13457  -0.332
C  2.13381  0.49990  -3.45644  -0.724
C  1.72090  -0.37255  -2.48047  -0.358
H  -2.68053  -3.36547  -0.22269  0.367
H  -0.97678  -3.68837  0.13057  0.324
H  -1.77791  -2.27032  0.82858  0.212
H  -2.69559  -3.16133  -2.38589  0.420
H  -2.91806  -1.40477  -2.36897  0.345
H  -1.58371  -2.13163  -3.29188  0.449
H  0.64444  -1.82263  -0.50378  0.344
H  -1.60583  0.29427  -2.58429  0.398
H  -0.84862  1.83645  -4.32264  0.402
H  1.54001  1.95323  -4.91393  0.401
H  3.17746  0.56543  -3.71642  0.417
H  2.43760  -0.99700  -1.97699  0.393

Cartesian forces (eV/Å) of the 6 atoms listed first:
C 0.232 -0.509 -0.158
C -0.507 1.111 0.496
O 0.202 -0.326 -0.446
C 2.068 -0.239 -0.167
C -1.924 -0.487 -0.708
C 0.426 0.236 0.116

(4)
Below is a cluster of 3 separate species, C19H22Cl2N2O7S2 in total, with properties calculated with the ωB97M-V functional and the def2-TZVPD basis.

Properties
SMILES: CC[C@H](Cl)[C@]1(S)CCOS(=O)(=O)[C@@H]1Cl.O=[N+]([O-])c1ccccc1.O=[N+]([O-])c1ccccc1
Total charge: 0
Energy (eV): -84082.3533
LUMO level (eV): -0.82
Max |F| (Eh/bohr): 0.0139
HOMO-LUMO gap (eV): 8.63

Last column: Mulliken charge in e.
Cartesian coordinates (Å):
C  6.73207  -0.26235  0.67047  -1.397
C  5.34982  0.01467  0.06627  -0.268
C  4.44927  -1.21223  0.21121  -0.737
Cl  4.89610  -2.36193  -1.09872  -0.113
C  2.93160  -0.95508  0.16333  0.752
S  2.59573  -0.21376  -1.49965  0.042
C  2.51666  0.06549  1.22913  -1.130
C  1.01561  0.38868  1.25648  -1.016
O  0.20593  -0.58820  0.54043  -0.176
S  0.51959  -2.04789  1.03884  1.159
O  -0.44803  -2.93351  0.48598  -0.691
O  0.68793  -2.02775  2.45706  -0.592
C  2.13281  -2.30187  0.24676  -0.423
Cl  2.88274  -3.59610  1.17730  -0.119
H  6.62825  -0.44752  1.74190  0.342
H  7.39545  0.58646  0.53034  0.411
H  7.17043  -1.15780  0.23342  0.330
H  4.93048  0.87341  0.58441  0.216
H  5.46794  0.26337  -0.98550  0.400
H  4.68493  -1.69985  1.15589  0.700
H  1.45895  0.41364  -1.20380  0.081
H  3.02884  0.99192  0.98454  0.343
H  2.85123  -0.23466  2.22326  0.318
H  0.80057  1.34146  0.78330  0.647
H  0.66390  0.44422  2.28362  0.365
H  1.91520  -2.63438  -0.76221  0.579
C  -4.89201  -1.57003  1.88989  -0.594
C  -3.50400  -1.53239  1.88943  -0.367
C  -2.84339  -0.51401  2.55667  -0.025
C  -3.58547  0.44807  3.21178  -0.044
C  -4.96762  0.43081  3.22369  -0.473
C  -5.62096  -0.59053  2.55371  -0.413
N  -2.87684  1.52631  3.92211  1.035
O  -1.66396  1.53736  3.86559  -0.614
O  -3.54525  2.34446  4.51695  -0.616
H  -5.40838  -2.36831  1.37344  0.413
H  -2.93046  -2.29306  1.37664  0.443
H  -1.76434  -0.47791  2.56851  0.366
H  -5.52025  1.19825  3.74398  0.466
H  -6.70175  -0.62250  2.55185  0.383
C  -3.59116  1.20406  -4.76114  -0.431
C  -3.60851  1.40786  -3.38780  -0.501
C  -2.42956  1.66535  -2.70878  -0.361
C  -1.25064  1.71459  -3.42905  0.252
C  -1.20787  1.51046  -4.79549  -0.427
C  -2.39357  1.25263  -5.46238  -0.447
N  0.00300  1.99490  -2.71635  1.019
O  -0.05559  2.14554  -1.50866  -0.580
O  1.02860  2.04372  -3.35993  -0.593
H  -4.51521  1.00581  -5.28745  0.381
H  -4.54135  1.36661  -2.84321  0.389
H  -2.42652  1.82246  -1.64085  0.480
H  -0.26885  1.55103  -5.32623  0.461
H  -2.38205  1.08996  -6.53095  0.372

Cartesian forces (eV/Å) of the 6 atoms listed first:
C -0.429 -0.182 0.125
C 0.538 -0.152 0.159
C -0.022 0.406 -0.021
Cl 0.087 -0.143 0.030
C -0.245 0.093 -0.489
S 0.302 -0.126 -0.225

(5)
Below is a structure of composition C19H22ClEuN, with properties calculated with the ωB97M-V functional and the def2-TZVPD basis.

Properties
Total charge: -1
Expectation value of S²: 12.455
Energy (eV): -53400.0783
ΔE to the lowest compared entry with this formula, charge and spin (eV): 0.000
LUMO level (spin up / spin down) (eV): 0.67 / 2.39
Max |F| (Eh/bohr): 0.0467
HOMO-LUMO gap (spin up / spin down) (eV): 3.74 / 5.46
Spin multiplicity: 7

Last column: Mulliken charge in e.
Cartesian coordinates (Å):
C  -0.33766  2.03396  -1.03245  -0.525
C  -1.62692  1.52080  -0.70355  -0.603
C  -1.84792  0.33707  -1.48382  -0.669
H  -2.35713  1.99454  -0.05412  0.429
C  -0.67959  0.12636  -2.28737  -0.728
C  0.23710  1.17996  -2.01189  -0.165
H  1.17602  1.34402  -2.53080  0.610
H  0.09100  2.96552  -0.68149  0.369
H  -2.75945  -0.26124  -1.50910  0.430
H  -0.52589  -0.67911  -3.00341  0.454
Eu  0.14316  -0.46020  0.26345  1.388
Cl  1.98654  0.86707  1.49341  -0.609
C  -2.67248  -3.44467  3.27374  -0.611
C  -3.04806  -4.15922  2.09632  -0.576
C  -4.24281  -3.56838  1.58368  -0.536
H  -2.53110  -5.02287  1.67635  0.375
C  -4.60598  -2.48889  2.44543  -0.502
C  -3.63541  -2.41303  3.49025  -0.554
H  -3.64521  -1.70673  4.32131  0.372
H  -1.81653  -3.66570  3.91221  0.399
H  -4.79723  -3.89916  0.70427  0.362
H  -5.48504  -1.85166  2.33822  0.367
C  4.10925  2.75848  -2.85248  -1.149
N  3.70375  1.36545  -2.99437  0.201
C  4.42623  0.74674  -4.09256  -1.077
C  3.66432  0.64286  -1.72950  -1.192
C  3.20204  -0.77597  -1.84112  -0.006
C  4.04394  -1.77675  -2.39563  -0.222
C  3.62058  -3.10468  -2.46768  -0.749
C  2.38330  -3.48502  -1.94007  -0.732
C  1.53646  -2.49312  -1.35028  -1.024
C  1.98466  -1.20248  -1.37257  1.370
H  4.03355  3.24776  -3.83481  0.369
H  5.16053  2.84644  -2.50582  0.372
H  3.45958  3.27938  -2.13559  0.265
H  5.48837  0.56097  -3.83967  0.311
H  3.96677  -0.19399  -4.40696  0.363
H  4.41114  1.44636  -4.94067  0.308
H  4.65818  0.65977  -1.25110  0.508
H  2.98859  1.18308  -1.06390  0.315
H  5.04036  -1.49873  -2.77146  0.389
H  4.28022  -3.85690  -2.92366  0.337
H  2.06729  -4.53455  -1.95571  0.328
H  0.57215  -2.81703  -0.91087  0.239

Cartesian forces (eV/Å) of the 6 atoms listed first:
C -0.381 -0.583 -0.352
C 0.355 -0.484 -0.355
C 0.671 0.191 -0.163
H 0.184 -0.169 -0.019
C -0.678 0.308 0.528
C -0.317 0.010 0.258

(6)
Below is an isolated molecule of C19H22ClN3O3S, with properties calculated with the ωB97M-V functional and the def2-TZVPD basis.

Properties
SMILES: O=C(NCc1ccccn1)c1cc(S(=O)(=O)N2CCCCCC2)ccc1Cl
Total charge: 0
Energy (eV): -54031.0057
ΔE to the lowest compared entry with this formula, charge and spin (eV): 0.395
LUMO level (eV): 0.31
Max |F| (Eh/bohr): 0.0217
HOMO-LUMO gap (eV): 9.59

Last column: Mulliken charge in e.
Cartesian coordinates (Å):
O  2.13084  3.14086  -0.91941  -0.582
C  1.52977  2.18691  -0.47806  -0.307
N  2.10642  1.21018  0.25781  -0.018
H  1.58496  0.37710  0.48086  0.180
C  3.53950  1.16715  0.47815  -1.335
C  4.21475  0.31054  -0.56489  0.863
N  4.55692  -0.91511  -0.19337  -0.538
C  5.12751  -1.70748  -1.08447  -0.259
C  5.37798  -1.32592  -2.39305  -0.372
C  5.00742  -0.04819  -2.78510  -0.573
C  4.41454  0.78952  -1.85601  -0.330
H  4.10885  1.79173  -2.11286  0.443
H  5.18067  0.28967  -3.79648  0.402
H  5.84772  -2.00803  -3.08436  0.376
H  5.39235  -2.69383  -0.72608  0.390
H  3.73505  0.75677  1.47017  0.360
H  3.90082  2.19607  0.41256  0.472
C  0.04815  1.99792  -0.65353  0.007
C  -0.77339  1.83039  0.45572  0.080
C  -2.13770  1.70169  0.29291  -0.463
C  -2.71603  1.76099  -0.96099  -0.334
C  -1.91359  1.92571  -2.07587  -0.809
C  -0.53688  2.03374  -1.92008  0.622
Cl  0.45702  2.18579  -3.31357  -0.209
H  -2.34137  1.97006  -3.06477  0.466
H  -3.78890  1.68935  -1.04208  0.611
S  -3.15731  1.36320  1.73346  1.340
O  -2.53439  1.97193  2.87103  -0.721
O  -4.51201  1.69209  1.40370  -0.746
N  -3.04896  -0.27105  1.90825  0.198
C  -3.94833  -1.13079  1.18931  -0.975
H  -4.87054  -0.56548  1.04139  0.366
C  -3.42555  -1.62579  -0.17138  -0.672
H  -3.72031  -0.92483  -0.95393  0.334
H  -3.91341  -2.57898  -0.38414  0.424
C  -1.90679  -1.80399  -0.25197  0.229
H  -1.43735  -0.82878  -0.39987  -0.419
C  -1.27039  -2.47614  0.96785  -1.036
C  -0.87220  -1.47269  2.05019  0.463
H  -0.28194  -0.67639  1.59139  -0.450
C  -2.06792  -0.85674  2.78074  -1.109
H  -2.55800  -1.62676  3.38910  0.371
H  -1.73145  -0.05782  3.44340  0.402
H  -0.24527  -1.96817  2.79440  0.471
H  -0.36723  -3.00052  0.64658  0.465
H  -1.95075  -3.22121  1.38252  0.332
H  -1.69404  -2.39908  -1.14300  0.453
H  -4.17446  -1.98682  1.83308  0.417
H  -0.36479  1.83122  1.45473  0.720

Cartesian forces (eV/Å) of the 6 atoms listed first:
O 0.125 0.242 -0.141
C -0.284 -0.197 0.198
N 0.097 -0.267 0.269
H -0.086 0.093 -0.091
C 0.125 0.153 -0.075
C 0.003 0.209 -0.044